Entry 1:
This record from the Open Molecules 2025 dataset describes a structure of composition C67H94GaN9O6P at a distorted geometry. The level of theory is ωB97M-V with the def2-TZVPD basis set.

The geometry in XYZ format:
```
178
Properties=species:S:1:pos:R:3:forces:R:3
C -1.9945 0.4261 10.2202 0.00 -0.16 -0.11
C -1.8028 1.6171 9.2658 -0.09 0.06 0.06
C -1.0361 1.2715 7.9913 0.06 0.00 -0.12
C -1.6926 0.1754 7.1374 0.09 -0.01 0.06
C -1.4367 0.3432 5.6372 0.09 -0.01 0.08
C -1.8725 -0.8855 4.8240 -0.06 0.00 0.07
C -0.7775 -1.9480 4.6807 -0.07 -0.03 0.05
C 0.3983 -1.6407 3.7160 0.11 0.00 -0.06
C 0.3262 -0.3773 2.8533 -0.06 0.07 -0.12
C 1.4672 -0.3006 1.8320 0.05 0.02 0.06
C 1.4612 0.9583 0.9600 -0.32 -0.19 0.19
Ga 2.9379 1.0441 -0.4153 0.15 0.03 -0.04
C 2.2041 2.1241 -1.9665 0.09 0.12 -0.22
O 1.6042 3.3270 -1.4324 -0.38 -0.15 0.29
C 0.6284 3.9229 -2.2545 0.16 0.28 -0.23
C -0.1904 4.9184 -1.4372 0.15 0.01 -0.05
O -1.4761 4.4334 -1.0646 -0.04 0.04 0.14
C -1.5802 3.9744 0.2747 -0.14 -0.02 0.02
C -1.7354 5.1604 1.2370 -0.12 -0.07 -0.04
O -1.6323 4.8395 2.6105 -0.03 0.08 -0.06
C -0.3988 4.2821 3.0635 0.02 -0.11 -0.02
C 0.8540 5.0611 2.6736 0.00 0.01 -0.02
O 4.4829 1.9130 0.2164 -0.17 -0.02 0.24
C 4.3112 2.7866 1.2710 0.00 0.05 -0.04
C 4.2731 2.1673 2.6939 -0.15 0.19 -0.19
C 4.7397 3.2191 3.6990 -0.12 -0.16 0.15
O 5.0753 0.9929 2.6989 0.14 0.16 0.07
P 3.4834 -1.0701 -1.3543 0.07 -0.13 0.04
C 1.6893 -1.5646 -1.5362 -0.17 0.25 -0.20
O 3.8945 -2.0592 -0.0170 0.28 0.00 0.05
H -2.9842 -0.0283 10.1122 0.13 0.02 -0.01
H -1.8786 0.7146 11.2677 -0.06 0.01 -0.09
H -1.2588 -0.3605 10.0139 -0.05 0.12 0.07
H -2.7799 2.0233 8.9725 0.10 -0.02 0.13
H -1.2807 2.4217 9.7955 -0.02 -0.06 -0.12
H -0.0174 0.9675 8.2661 -0.06 0.05 -0.12
H -0.9397 2.1747 7.3752 0.01 -0.05 0.12
H -1.3148 -0.8095 7.4433 -0.18 0.09 0.05
H -2.7752 0.1819 7.3215 0.06 -0.09 -0.06
H -0.3647 0.5285 5.4896 -0.16 0.00 -0.04
H -1.9608 1.2396 5.2872 0.08 -0.03 0.02
H -2.2491 -0.5933 3.8390 0.12 0.02 0.08
H -2.7229 -1.3486 5.3457 0.05 0.07 -0.10
H -0.3796 -2.1455 5.6857 -0.03 -0.05 -0.12
H -1.2526 -2.8827 4.3593 0.02 0.09 0.07
H 0.5012 -2.4883 3.0259 0.04 0.08 0.10
H 1.3367 -1.6146 4.2830 -0.07 0.03 -0.07
H -0.6262 -0.3476 2.3045 0.08 0.02 0.06
H 0.3564 0.5281 3.4746 -0.04 -0.10 -0.06
H 1.4113 -1.1847 1.1834 0.03 0.06 0.11
H 2.4305 -0.3801 2.3559 -0.08 -0.02 -0.03
H 0.5085 0.9946 0.4028 0.10 0.03 0.05
H 1.4591 1.8492 1.6047 0.05 0.02 -0.08
H 1.4383 1.5387 -2.5033 0.01 0.14 0.04
H 2.9635 2.4145 -2.7103 -0.07 -0.06 -0.02
H 1.1152 4.4609 -3.0842 -0.07 -0.13 0.02
H -0.0455 3.1743 -2.6944 0.02 -0.01 0.11
H 0.3923 5.1789 -0.5459 0.05 -0.01 -0.02
H -0.3436 5.8401 -2.0135 -0.11 -0.14 0.02
H -0.7421 3.3227 0.5490 0.08 0.12 -0.08
H -2.4937 3.3722 0.3068 0.12 -0.03 0.06
H -2.7457 5.5672 1.1223 0.14 0.01 -0.03
H -1.0397 5.9606 0.9507 0.12 -0.12 0.07
H -0.3212 3.2434 2.7269 0.08 -0.03 0.01
H -0.5020 4.2583 4.1523 -0.03 0.04 -0.12
H 1.2924 4.7240 1.7291 -0.11 0.02 0.03
H 1.6154 4.9363 3.4479 0.00 0.00 -0.12
H 0.6355 6.1294 2.5929 0.02 -0.01 0.08
H 3.3673 3.3596 1.1755 0.09 0.14 0.12
H 5.1232 3.5372 1.2676 0.04 -0.10 -0.01
H 3.2371 1.8968 2.9544 0.07 -0.09 -0.20
H 4.3634 4.2035 3.4061 0.08 0.00 0.04
H 4.3668 3.0162 4.7124 0.12 -0.05 -0.09
H 5.8337 3.2447 3.7251 -0.08 0.09 -0.07
H 5.1410 0.6906 3.6075 -0.03 -0.07 0.11
H 1.4253 -2.3304 -0.7966 0.00 0.00 -0.11
H 1.4892 -1.9522 -2.5392 -0.04 -0.05 0.12
H 1.0209 -0.7143 -1.3616 -0.05 -0.21 -0.07
H 3.2146 -2.7180 0.1263 -0.13 -0.04 0.08
N -1.6690 -0.6764 -2.0433 0.03 0.13 -0.06
C -2.3393 0.0586 -1.1605 -0.01 -0.04 0.02
C -3.5215 -0.3610 -0.5650 0.01 -0.01 0.02
C -4.0273 -1.6073 -0.9030 0.01 0.02 0.00
C -3.3355 -2.3818 -1.8211 -0.04 0.06 0.00
C -2.1650 -1.8679 -2.3600 0.04 -0.05 0.02
H -1.9046 1.0220 -0.9125 -0.01 0.01 -0.01
H -4.0231 0.2745 0.1532 0.00 0.00 0.00
H -4.9414 -1.9745 -0.4523 0.00 0.00 0.00
H -3.6783 -3.3689 -2.0952 0.02 -0.03 0.04
H -1.5844 -2.4496 -3.0688 -0.01 0.00 -0.01
N 2.5600 -3.8783 -4.2765 0.01 -0.03 -0.04
C 2.6799 -4.5810 -3.1525 -0.09 0.02 -0.02
C 2.2816 -5.9072 -3.0432 0.02 -0.01 0.07
C 1.7337 -6.5420 -4.1464 -0.01 0.03 0.02
C 1.6125 -5.8172 -5.3220 0.00 -0.01 0.01
C 2.0403 -4.4970 -5.3327 -0.02 0.00 0.01
H 3.0966 -4.0520 -2.3009 0.05 0.03 -0.06
H 2.3980 -6.4269 -2.1006 0.00 0.01 0.00
H 1.4104 -7.5744 -4.0894 0.02 -0.01 -0.03
H 1.1904 -6.2618 -6.2139 0.00 0.01 0.00
H 1.9558 -3.9006 -6.2357 0.00 -0.01 -0.01
N -3.0166 -5.6867 -0.8588 -0.03 -0.01 0.00
C -2.7432 -6.0219 0.3994 0.01 -0.01 -0.01
C -2.2885 -7.2783 0.7728 0.00 -0.01 0.00
C -2.1125 -8.2381 -0.2122 0.01 0.01 -0.01
C -2.3906 -7.9009 -1.5269 0.04 -0.01 0.02
C -2.8330 -6.6141 -1.7962 -0.04 0.08 -0.06
H -2.8902 -5.2455 1.1424 0.00 0.00 0.01
H -2.0767 -7.4935 1.8114 0.00 0.00 0.00
H -1.7596 -9.2300 0.0408 0.00 -0.01 0.00
H -2.2656 -8.6091 -2.3346 0.00 0.00 -0.01
H -3.0499 -6.3144 -2.8160 0.04 -0.07 -0.02
N 1.3952 -10.0848 -3.7628 -0.03 0.01 -0.02
C 1.5462 -10.2871 -2.4566 0.00 0.01 0.00
C 1.7078 -11.5434 -1.8904 0.00 -0.01 0.00
C 1.7113 -12.6484 -2.7259 0.00 0.01 -0.01
C 1.5547 -12.4506 -4.0886 0.00 -0.01 0.01
C 1.4017 -11.1533 -4.5551 0.01 -0.01 0.02
H 1.5385 -9.3996 -1.8329 0.00 0.00 0.01
H 1.8293 -11.6463 -0.8208 0.00 0.00 0.00
H 1.8355 -13.6452 -2.3229 0.00 0.00 0.00
H 1.5524 -13.2819 -4.7804 0.00 0.00 0.00
H 1.2807 -10.9611 -5.6155 0.00 0.00 0.00
N 4.5878 6.8198 3.1758 -0.11 -0.10 0.06
C 5.5035 7.2685 4.0284 0.03 0.02 -0.03
C 6.2103 8.4476 3.8397 0.00 0.04 0.05
C 5.9511 9.1980 2.7033 -0.03 -0.17 0.12
C 5.0008 8.7387 1.8059 0.67 -0.20 0.11
C 4.3494 7.5460 2.0869 0.10 0.05 0.13
H 5.6837 6.6500 4.9013 0.01 0.00 0.01
H 6.9463 8.7642 4.5666 0.01 -0.01 0.03
H 6.4823 10.1234 2.5195 0.02 0.01 -0.02
H 4.7635 9.2880 0.9046 0.50 -0.13 0.49
H 3.6005 7.1536 1.4071 -0.01 -0.03 0.02
N -4.2761 -7.2792 -4.9899 0.03 -0.03 0.05
C -4.3657 -7.9477 -6.1370 -0.01 0.02 -0.01
C -5.5657 -8.1898 -6.7900 0.00 0.02 0.00
C -6.7363 -7.7117 -6.2215 0.04 -0.01 0.02
C -6.6587 -7.0217 -5.0224 -0.08 -0.01 -0.03
C -5.4089 -6.8331 -4.4517 0.04 0.01 0.03
H -3.4302 -8.3010 -6.5570 0.00 -0.01 0.00
H -5.5753 -8.7340 -7.7248 0.00 0.00 0.00
H -7.6916 -7.8715 -6.7050 0.00 -0.01 0.00
H -7.5380 -6.6181 -4.5379 0.01 0.02 0.01
H -5.3122 -6.2906 -3.5163 -0.03 -0.01 0.01
N 2.9450 5.9463 -3.9294 -0.02 0.05 -0.04
C 3.7220 5.6613 -2.8837 -0.07 -0.06 0.07
C 4.8417 6.4113 -2.5488 0.10 -0.02 0.00
C 5.1783 7.4986 -3.3393 -0.01 -0.03 -0.01
C 4.3826 7.7944 -4.4351 -0.04 0.01 0.01
C 3.2784 6.9906 -4.6829 0.07 0.03 0.05
H 3.4284 4.8060 -2.2798 -0.01 0.00 -0.02
H 5.4299 6.1413 -1.6817 0.01 -0.03 0.00
H 6.0388 8.1112 -3.1000 0.02 -0.02 -0.01
H 4.6034 8.6340 -5.0807 0.00 0.00 -0.01
H 2.6276 7.1972 -5.5262 0.00 0.00 -0.01
N 3.2363 9.8376 0.1377 -1.12 0.40 -0.78
C 2.2331 10.3134 0.8730 -0.03 0.06 -0.03
C 0.9734 9.7355 0.9219 0.03 -0.04 0.01
C 0.7368 8.5975 0.1658 -0.01 0.00 0.04
C 1.7710 8.0869 -0.5999 0.04 -0.01 -0.06
C 2.9943 8.7409 -0.5803 -0.26 0.11 -0.18
H 2.4489 11.2043 1.4536 0.00 0.00 0.01
H 0.1994 10.1684 1.5414 0.01 0.00 0.00
H -0.2327 8.1160 0.1755 -0.01 -0.02 0.00
H 1.6424 7.1990 -1.2051 0.02 -0.01 -0.01
H 3.8141 8.3600 -1.1749 0.06 0.00 0.03
N -8.1750 -4.1600 -3.8088 -0.01 -0.01 -0.07
C -7.2635 -3.5858 -4.5919 0.01 0.01 0.03
C -7.3587 -2.2812 -5.0527 0.00 0.02 0.00
C -8.4630 -1.5299 -4.6867 0.00 -0.02 0.01
C -9.4224 -2.1155 -3.8758 0.01 0.01 0.00
C -9.2312 -3.4259 -3.4650 0.01 -0.01 0.04
H -6.4119 -4.2000 -4.8621 0.01 0.02 -0.01
H -6.5791 -1.8684 -5.6779 0.01 0.00 0.01
H -8.5714 -0.5069 -5.0227 0.00 0.00 0.00
H -10.3007 -1.5693 -3.5598 0.00 0.00 0.00
H -9.9586 -3.9099 -2.8223 -0.01 0.00 -0.01
```
Forces are in eV/Å.

Summary:
- molar mass (u) = 1222.2
- total charge = -1
- calculated total energy (eV) = -158362.7976
- E_LUMO (eV) = 1.76
- orbital gap (eV) = 5.05
- HOMO (eV) = -3.285

Mulliken population analysis, charges in e, atoms 1 to 5:
1. C -1.057
2. C -0.596
3. C -0.641
4. C -0.493
5. C -0.516


Entry 2:
This record from the Open Molecules 2025 dataset describes a structure of composition HN4O3 at a distorted geometry. The level of theory is ωB97M-V with the def2-TZVPD basis set.

The geometry in XYZ format:
```
8
Properties=species:S:1:pos:R:3:forces:R:3
N 1.3034 -0.3845 0.9205 0.23 -1.18 0.73
N -1.3984 -1.1474 0.3579 0.39 0.21 -0.10
N -1.2579 -2.0462 -0.2463 0.12 -3.04 -1.85
N 1.0859 0.5658 0.3471 0.32 -0.94 0.07
O 0.1314 0.3036 -1.1602 -0.51 -1.36 -0.31
O -1.4889 -0.1975 0.9865 -0.98 2.70 2.16
O 1.2620 1.7590 0.2835 0.34 2.29 0.04
H 0.3626 1.1472 -1.4890 0.09 1.31 -0.75
```
Forces are in eV/Å.

Summary:
- molar mass (u) = 105.0
- total charge = -1
- calculated total energy (eV) = -12114.7061
- E_LUMO (eV) = 4.52
- orbital gap (eV) = 8.35
- HOMO (eV) = -3.827

Mulliken population analysis, charges in e, atoms 1 to 5:
1. N -0.626
2. N 0.822
3. N -0.331
4. N 0.979
5. O -0.797


Entry 3:
This record from the Open Molecules 2025 dataset describes the ion C7H15F2N2O with charge +1 at a distorted geometry. The level of theory is ωB97M-V with the def2-TZVPD basis set.

The geometry in XYZ format:
```
27
Properties=species:S:1:pos:R:3:forces:R:3
C 0.8206 2.8778 0.7253 1.88 0.61 0.57
C 0.2215 3.2475 2.0301 2.22 -1.72 -0.32
C 0.2289 1.8193 1.6220 -2.24 2.27 -2.84
C 0.6040 -2.2926 0.1695 2.23 -0.79 3.53
C 0.5504 -2.0404 -2.2555 1.49 -0.64 -2.75
C -1.0091 1.1771 1.1604 0.79 1.47 -4.03
C -0.1718 -0.2237 -0.7473 -2.97 0.46 0.39
N -1.3362 -2.4510 -1.0557 -0.86 -0.34 2.41
N -0.1405 -1.7272 -0.9714 1.79 -0.42 -1.07
O -0.7003 -0.1072 0.5053 0.78 -0.36 -1.61
F -1.0002 0.2700 -1.7441 0.74 -0.29 1.08
F 1.0355 0.2240 -1.0043 0.23 0.54 0.61
H 0.2140 3.1722 -0.0757 -0.61 0.14 -1.32
H 1.9212 3.0821 0.5738 -1.41 -0.69 0.25
H 0.9430 3.2938 2.7885 0.55 1.00 1.19
H -0.6458 3.7427 2.1270 -2.78 1.91 0.22
H 0.8560 1.3286 2.1975 2.74 -2.98 2.41
H 0.0178 -2.3484 1.1747 0.52 0.13 -2.29
H 1.0511 -3.2930 -0.0338 -0.93 0.70 -0.31
H 1.5156 -1.6719 0.4684 -1.37 -0.41 -0.91
H -0.1820 -1.9007 -3.0761 0.13 -0.14 0.66
H 1.3863 -1.3002 -2.5978 -1.20 -1.71 1.42
H 0.8224 -3.1775 -2.2674 -0.25 2.42 0.21
H -1.5386 1.8117 0.3558 0.73 -0.72 1.35
H -1.7076 0.9159 1.8551 -1.67 -0.80 2.11
H -1.7659 -2.2336 -0.1627 -0.58 -0.49 0.11
H -1.9901 -2.1955 -1.7615 0.03 0.84 -1.09
```
Forces are in eV/Å.

Summary:
- molar mass (u) = 181.2
- total charge = +1
- calculated total energy (eV) = -17954.9935
- E_LUMO (eV) = -2.58
- orbital gap (eV) = 11.41
- SMILES = C[N+](C)(N)C(F)(F)OCC1CC1
- HOMO (eV) = -13.991

Mulliken population analysis, charges in e, atoms 1 to 5:
1. C -0.586
2. C -0.658
3. C -0.161
4. C -0.697
5. C -0.751


Question: Which formula does entry 2 have?
Answer: HN4O3


Question: The lowest molar mass belongs to which entry?
Answer: HN4O3


Question: What is the orbital gap in the third record?
Answer: 11.41 eV